Version a
The following is a quantum chemistry calculation of one molecule with the formula C5H6N4, from OMol25.

For the HOMO-LUMO gap, the calculation gives 0.3603 Ha. The calculation puts the LUMO energy at 0.0063 Eh.

CARTESIAN COORDINATES (ANGSTROEM)
C  -1.0170  1.7694  -0.1599
C  0.0763  -0.4952  -0.0993
C  2.2190  -0.3221  -0.3556
C  -1.1781  -1.3749  0.0376
C  -2.1303  -2.1127  0.0428
H  -2.3848  0.2901  0.6297
H  -0.9762  2.9629  -0.4376
H  1.0998  1.2806  -0.4380
H  2.4324  0.0356  -1.4364
H  2.7382  -0.4420  1.4668
H  -2.9198  -2.7671  0.1501
N  -2.1707  1.3014  0.2269
N  0.0810  0.9272  0.0363
N  1.1472  -1.1567  -0.1961
N  2.9829  0.1035  0.5327

---

Version b
The following is a quantum chemistry calculation of one molecule with the formula C5H6N4, from OMol25.

For the HOMO-LUMO gap, the calculation gives 0.3742 Ha. The calculation puts the LUMO energy at 0.0291 Eh.

CARTESIAN COORDINATES (ANGSTROEM)
C  1.6569  0.0118  -0.5577
C  0.6494  -1.0074  -0.8697
C  -0.4412  -1.4572  0.2641
C  -0.9204  1.9431  0.2799
C  -0.4082  0.8630  -0.2828
H  2.7070  0.1221  -0.9032
H  1.7570  0.3429  0.5664
H  1.0257  -1.8235  -1.6041
H  -0.1845  -2.1189  1.2027
H  -1.3150  -2.0118  -0.3161
H  -0.8671  2.8331  -0.0509
N  -0.8706  -0.1068  0.5173
N  -1.5477  0.3053  1.5817
N  -1.7021  1.6659  1.4561
N  0.4608  0.4385  -1.2837

---

Of them, version b has the highest stability.

---

Version a
The following is a quantum chemistry calculation of C5H6N4 as an isolated structure, from OMol25.

For the HOMO-LUMO gap, the calculation gives 0.3467 Ha. The calculation puts the LUMO energy at -0.0033 Eh.

CARTESIAN COORDINATES (ANGSTROEM)
C  1.4572  -0.1511  0.1124
C  0.0605  -0.0312  -0.0328
C  -0.7590  -1.0410  -0.3292
C  -2.4341  0.0253  0.1033
C  -0.4641  1.2052  0.3365
H  1.5560  1.3880  -1.0525
H  3.0833  0.2619  -0.9381
H  1.1327  -1.9090  0.9513
H  -0.4796  -1.9361  -0.9281
H  -3.6042  0.1605  0.4714
H  0.1409  2.1028  0.5966
N  2.1747  0.9166  -0.4145
N  2.0312  -1.0999  0.8962
N  -2.0705  -1.1561  -0.2065
N  -1.8250  1.2641  0.4341

---

Version b
The following is a quantum chemistry calculation of one molecule with the formula C5H6N4, from OMol25.

For the HOMO-LUMO gap, the calculation gives 0.3214 Ha. The calculation puts the LUMO energy at 0.0322 Eh.

CARTESIAN COORDINATES (ANGSTROEM)
C  -0.4646  -1.5467  0.0314
C  -0.7112  -0.1752  0.0938
C  0.8640  0.3457  -0.0076
C  2.9226  0.7849  0.0019
C  -1.9570  0.6739  -0.0002
N  0.8481  -1.9370  -0.0243
N  1.7643  1.3183  -0.0003
N  1.5713  -0.8394  -0.0226
N  2.8843  -0.6078  -0.0435
H  -1.2772  -2.2235  0.0409
H  3.9257  1.1482  0.0606
H  -1.7571  1.4832  0.6019
H  -2.2512  1.1326  -1.0461
H  -2.7785  0.1839  0.2825
H  3.2999  -1.2919  0.5498

---

Of them, version b has the highest stability.

---

Version a
The following is a quantum chemistry calculation of one molecule with the formula C6H9N, from OMol25.

For the HOMO-LUMO gap, the calculation gives 0.3519 Ha. The calculation puts the LUMO energy at 0.0311 Eh.

CARTESIAN COORDINATES (ANGSTROEM)
C  -0.3561  1.8023  0.0782
C  1.6545  0.2637  -0.4856
C  1.3256  -1.2061  -0.1320
C  0.1091  -0.7504  0.5716
C  -1.1628  -0.8257  -0.1213
C  -2.4700  -0.5228  -0.2327
H  0.2264  2.6881  -0.6050
H  -1.0927  1.5328  -0.6810
H  -0.9108  2.5159  0.9313
H  2.6234  0.8715  -0.3314
H  1.2848  0.4872  -1.5814
H  1.8729  -1.6019  0.6334
H  1.2674  -2.0121  -0.9639
H  -0.1932  -1.2519  1.5998
H  -3.4810  -0.3177  -0.8114
N  0.5430  0.6461  0.5344

---

Version b
The following is a quantum chemistry calculation of C6H9N as an isolated structure, from OMol25.

For the HOMO-LUMO gap, the calculation gives 0.3560 Ha. The calculation puts the LUMO energy at 0.0347 Eh.

CARTESIAN COORDINATES (ANGSTROEM)
C  0.8255  1.7344  1.0994
C  0.1807  2.3028  0.0029
C  -0.4093  1.9858  -1.0343
C  -0.6046  0.6447  -1.4214
C  0.4176  -0.6640  -0.2750
C  0.1883  -1.7109  0.8101
N  -0.5387  -1.7600  -0.4329
H  0.3204  1.7581  2.0695
H  1.9081  1.8660  1.1857
H  0.5350  0.5384  0.5061
H  -0.1324  0.3097  -2.3463
H  -1.6048  0.2254  -1.3023
H  1.3965  -0.7901  -0.7516
H  -0.4016  -1.4661  1.6936
H  0.9657  -2.4623  0.9921
H  -0.1595  -2.4554  -1.0632

---

Of them, version a has the highest stability.